Record 1
7 unconnected molecules or ions with the total composition C28H77N7O7 in a non-equilibrium geometry. Source: OMol25; level of theory: ωB97M-V/def2-TZVPD.

As for the SMILES: COC[C@H](C)N.COC[C@H](C)N.COC[C@H](C)N.COC[C@H](C)N.COC[C@H](C)N.COC[C@H](C)N.COC[C@H](C)N. As for the energy above the lowest of the compared OMol25 structures with the same formula, charge and spin: 1.1320 eV.

The geometry in ORCA input format:
```
! wB97M-V def2-TZVPD RIJCOSX def2/J DEFGRID3
* xyz 0 1
C 3.123 -1.303 -3.388
C 3.697 -2.046 -4.581
C 4.967 -2.762 -4.169
O 5.477 -3.468 -5.275
C 6.518 -4.338 -4.915
N 2.677 -2.962 -5.123
H 3.340 -1.859 -2.475
H 2.043 -1.183 -3.469
H 3.555 -0.303 -3.343
H 3.945 -1.416 -5.440
H 4.773 -3.484 -3.360
H 5.676 -2.016 -3.778
H 6.985 -4.717 -5.827
H 6.124 -5.202 -4.367
H 7.322 -3.833 -4.370
H 2.179 -3.445 -4.382
H 3.149 -3.694 -5.649
C 6.283 0.697 1.559
C 5.501 0.719 0.218
C 5.591 2.072 -0.481
O 5.418 3.149 0.419
C 4.083 3.396 0.777
N 6.056 -0.299 -0.702
H 6.007 -0.193 2.121
H 6.007 1.569 2.156
H 7.350 0.761 1.337
H 4.493 0.501 0.579
H 4.790 2.109 -1.231
H 6.552 2.217 -0.974
H 3.378 3.193 -0.055
H 3.887 4.453 0.950
H 3.758 2.736 1.589
H 6.244 -1.159 -0.192
H 6.996 0.046 -0.891
C -4.396 -2.671 2.465
C -3.569 -1.410 2.662
C -3.281 -1.198 4.137
O -2.500 -0.016 4.277
C -2.708 0.696 5.484
N -2.285 -1.502 1.912
H -3.845 -3.546 2.819
H -4.713 -2.815 1.436
H -5.280 -2.596 3.106
H -4.131 -0.519 2.369
H -2.791 -2.048 4.636
H -4.214 -1.085 4.716
H -1.786 1.251 5.657
H -2.907 0.046 6.340
H -3.540 1.395 5.367
H -1.837 -2.327 2.305
H -1.784 -0.686 2.258
C -3.248 -1.288 -4.283
C -3.959 -1.454 -2.949
C -3.152 -2.380 -2.048
O -3.096 -3.668 -2.632
C -2.170 -4.524 -2.005
N -4.111 -0.125 -2.358
H -3.839 -0.628 -4.924
H -3.050 -2.206 -4.831
H -2.299 -0.754 -4.151
H -4.945 -1.886 -3.129
H -3.632 -2.440 -1.056
H -2.144 -1.973 -1.892
H -1.797 -5.239 -2.740
H -2.686 -5.087 -1.217
H -1.309 -4.000 -1.580
H -3.217 0.250 -2.041
H -4.661 -0.191 -1.506
C -3.563 5.792 -1.113
C -4.078 5.460 0.279
C -4.755 4.101 0.266
O -6.029 4.113 -0.341
C -6.101 3.377 -1.548
N -2.958 5.481 1.211
H -2.926 6.676 -1.107
H -4.400 5.899 -1.803
H -2.929 4.981 -1.488
H -4.826 6.186 0.598
H -4.897 3.779 1.316
H -4.103 3.282 -0.076
H -5.948 2.304 -1.399
H -5.395 3.762 -2.290
H -7.111 3.511 -1.938
H -3.268 5.318 2.160
H -2.232 4.812 0.984
C -0.198 1.139 -2.313
C -0.516 1.199 -0.834
C -0.853 2.628 -0.459
O -0.987 2.851 0.933
C 0.181 2.704 1.683
N -1.694 0.354 -0.514
H -0.007 0.106 -2.614
H 0.689 1.720 -2.573
H -1.030 1.516 -2.914
H 0.406 0.931 -0.296
H -1.817 2.894 -0.903
H -0.123 3.346 -0.863
H 0.119 3.335 2.565
H 1.113 2.844 1.122
H 0.270 1.659 2.018
H -1.954 0.641 0.427
H -1.296 -0.575 -0.395
C 2.726 -1.860 1.883
C 1.572 -1.410 2.763
C 1.077 -2.588 3.603
O -0.090 -2.352 4.340
C 0.145 -1.912 5.677
N 1.870 -0.165 3.466
H 3.456 -2.261 2.604
H 3.183 -1.054 1.320
H 2.426 -2.702 1.263
H 0.698 -1.199 2.124
H 1.900 -2.997 4.219
H 0.874 -3.419 2.916
H 0.353 -2.788 6.292
H -0.723 -1.345 6.010
H 0.966 -1.194 5.739
H 2.640 -0.329 4.110
H 1.074 0.130 4.020
*
```

Record 2
7 unconnected molecules or ions with the total composition C28H77N7O7 in a non-equilibrium geometry. Source: OMol25; level of theory: ωB97M-V/def2-TZVPD.

As for the SMILES: COC[C@H](C)N.COC[C@H](C)N.COC[C@H](C)N.COC[C@H](C)N.COC[C@H](C)N.COC[C@H](C)N.COC[C@H](C)N. As for the energy above the lowest of the compared OMol25 structures with the same formula, charge and spin: 0.9412 eV.

The geometry in ORCA input format:
```
! wB97M-V def2-TZVPD RIJCOSX def2/J DEFGRID3
* xyz 0 1
C 3.127 3.498 1.922
C 1.829 2.715 1.944
C 1.953 1.504 2.881
O 2.489 0.467 2.095
C 2.924 -0.617 2.876
N 0.696 3.585 2.344
H 3.967 2.814 1.796
H 3.305 4.027 2.863
H 3.134 4.248 1.131
H 1.724 2.320 0.923
H 0.972 1.238 3.325
H 2.573 1.718 3.769
H 3.939 -0.388 3.209
H 2.944 -1.532 2.280
H 2.250 -0.819 3.710
H -0.068 2.972 2.621
H 0.342 4.058 1.514
C -3.934 -1.148 -4.265
C -4.005 -1.246 -2.747
C -5.414 -1.473 -2.252
O -6.222 -0.425 -2.686
C -7.462 -0.462 -2.082
N -3.078 -2.282 -2.234
H -2.956 -0.758 -4.548
H -4.694 -0.452 -4.615
H -4.124 -2.129 -4.702
H -3.706 -0.261 -2.329
H -5.438 -1.528 -1.151
H -5.771 -2.459 -2.599
H -8.099 0.314 -2.512
H -7.430 -0.305 -0.995
H -7.987 -1.415 -2.259
H -2.215 -2.174 -2.760
H -2.861 -2.049 -1.257
C 0.360 -6.659 0.890
C -0.583 -5.993 1.863
C 0.099 -4.979 2.753
O -0.850 -4.415 3.607
C -0.263 -3.426 4.421
N -1.680 -5.374 1.100
H 1.074 -7.373 1.312
H 1.041 -5.948 0.386
H -0.200 -7.127 0.081
H -1.031 -6.772 2.488
H 0.589 -4.195 2.156
H 0.872 -5.500 3.344
H 0.336 -2.704 3.857
H 0.432 -3.894 5.144
H -1.045 -2.950 5.005
H -1.338 -4.965 0.233
H -1.998 -4.597 1.667
C 4.542 1.602 -1.060
C 5.116 0.312 -0.525
C 6.286 -0.264 -1.297
O 6.232 -1.687 -1.359
C 5.392 -2.135 -2.385
N 5.610 0.657 0.868
H 5.297 2.389 -1.088
H 3.771 2.013 -0.398
H 4.038 1.509 -2.025
H 4.346 -0.447 -0.362
H 7.215 -0.010 -0.783
H 6.420 0.138 -2.313
H 4.424 -1.619 -2.414
H 5.155 -3.190 -2.205
H 5.896 -2.088 -3.358
H 5.924 -0.198 1.331
H 4.718 0.868 1.329
C 2.106 1.911 -4.980
C 0.611 2.237 -4.946
C 0.262 3.138 -6.114
O 1.098 4.264 -6.075
C 0.630 5.345 -6.823
N -0.249 1.048 -5.016
H 2.374 1.700 -6.020
H 2.299 1.009 -4.391
H 2.744 2.701 -4.590
H 0.387 2.799 -4.034
H -0.782 3.466 -6.050
H 0.402 2.569 -7.049
H -0.465 5.461 -6.780
H 0.849 5.236 -7.900
H 1.110 6.241 -6.441
H -0.118 0.515 -4.154
H 0.077 0.402 -5.735
C 1.646 -0.717 -0.934
C 0.234 -1.221 -0.952
C -0.438 -1.110 0.400
O -1.716 -1.760 0.283
C -2.357 -1.952 1.505
N -0.515 -0.445 -1.980
H 2.286 -1.236 -0.231
H 1.679 0.372 -0.822
H 2.034 -0.805 -1.958
H 0.173 -2.271 -1.254
H -0.570 -0.065 0.713
H 0.160 -1.643 1.164
H -2.383 -1.049 2.137
H -1.955 -2.757 2.125
H -3.407 -2.171 1.294
H -1.510 -0.663 -1.922
H -0.475 0.553 -1.766
C -4.413 3.503 4.705
C -2.915 3.675 4.529
C -2.170 2.382 4.593
O -2.351 1.837 5.877
C -1.521 0.720 6.096
N -2.627 4.339 3.245
H -4.785 2.776 3.972
H -4.972 4.423 4.499
H -4.705 3.210 5.712
H -2.541 4.288 5.367
H -1.091 2.564 4.442
H -2.501 1.661 3.827
H -1.785 -0.122 5.436
H -1.701 0.371 7.113
H -0.462 0.984 5.974
H -1.613 4.453 3.178
H -2.967 5.296 3.260
*
```

Record 3
8 unconnected molecules or ions with the total composition C28H78F3N6O12P in a non-equilibrium geometry. Source: OMol25; level of theory: ωB97M-V/def2-TZVPD.

As for the energy above the lowest of the compared OMol25 structures with the same formula, charge and spin: 0.0000 eV.

The geometry in ORCA input format:
```
! wB97M-V def2-TZVPD RIJCOSX def2/J DEFGRID3
* xyz 2 1
P 0.165 0.319 0.626
O -0.697 1.544 1.052
O 0.247 -0.716 1.798
O 1.611 0.746 0.256
O -0.476 -0.380 -0.613
C 2.604 -0.202 -4.556
C 2.393 0.580 -3.272
C 1.444 1.788 -3.274
O 1.024 1.947 -4.592
C 0.363 3.191 -4.777
N 1.963 -0.433 -2.225
H 0.996 -0.779 -2.348
H 2.552 -1.259 -2.128
H 1.864 -0.019 -1.252
H 3.305 -1.033 -4.533
H 2.952 0.490 -5.323
H 1.638 -0.553 -4.915
H 3.366 0.886 -2.880
H 1.992 2.643 -2.864
H 0.582 1.545 -2.632
H 1.094 4.008 -4.693
H -0.409 3.406 -4.018
H -0.156 3.218 -5.730
C -4.363 0.959 -2.665
C -3.336 1.947 -2.139
C -4.048 3.206 -1.691
O -4.800 2.957 -0.538
C -4.243 3.454 0.663
N -2.608 1.304 -0.984
H -2.037 1.943 -0.400
H -3.270 0.896 -0.320
H -1.874 0.611 -1.270
H -5.225 0.980 -2.005
H -4.013 -0.013 -3.020
H -4.654 1.349 -3.647
H -2.508 2.186 -2.809
H -4.693 3.533 -2.507
H -3.426 4.097 -1.528
H -4.673 2.989 1.551
H -4.424 4.531 0.698
H -3.174 3.197 0.751
C 1.020 5.089 2.024
C 1.908 4.460 0.988
C 3.191 3.834 1.501
O 3.922 3.236 0.474
C 5.097 2.643 1.004
N 1.129 3.428 0.171
H 1.730 2.589 -0.017
H 0.440 2.973 0.822
H 0.660 3.816 -0.640
H 1.431 6.068 2.305
H 1.092 4.554 2.973
H 0.026 5.359 1.680
H 2.284 5.106 0.185
H 2.860 3.053 2.223
H 3.696 4.581 2.123
H 4.846 1.824 1.683
H 5.783 3.330 1.505
H 5.641 2.291 0.129
C -2.747 -0.661 2.976
C -2.295 0.231 4.101
C -2.119 -0.565 5.377
O -1.362 0.188 6.281
C -1.059 -0.546 7.451
N -0.952 0.793 3.733
H -0.312 0.040 3.366
H -0.939 1.347 2.830
H -0.522 1.345 4.474
H -2.504 -0.251 1.993
H -3.819 -0.864 2.909
H -2.306 -1.659 3.015
H -2.922 1.093 4.313
H -1.611 -1.521 5.177
H -3.125 -0.879 5.693
H -1.924 -0.641 8.112
H -0.309 0.005 8.015
H -0.664 -1.540 7.224
C 1.028 -4.865 0.345
C 0.168 -4.116 -0.668
C -0.719 -4.996 -1.526
O -1.797 -5.393 -0.705
C -2.369 -6.657 -1.071
N -0.679 -3.058 -0.008
H -0.554 -2.076 -0.394
H -1.674 -3.308 -0.010
H -0.359 -2.903 0.967
H 1.558 -4.120 0.929
H 1.758 -5.474 -0.190
H 0.434 -5.575 0.921
H 0.885 -3.519 -1.246
H -0.147 -5.829 -1.941
H -1.154 -4.407 -2.347
H -2.855 -6.520 -2.045
H -3.100 -6.956 -0.332
H -1.589 -7.409 -1.208
C 5.266 -1.000 2.715
C 3.858 -1.558 2.691
C 3.357 -2.133 3.989
O 2.137 -2.769 3.773
C 1.494 -3.293 4.921
N 2.934 -0.405 2.283
H 3.039 -0.100 1.304
H 1.893 -0.659 2.324
H 3.084 0.385 2.913
H 5.629 -0.915 1.690
H 5.943 -1.755 3.125
H 5.350 -0.100 3.317
H 3.584 -2.239 1.885
H 3.317 -1.365 4.776
H 4.073 -2.890 4.334
H 2.235 -3.837 5.516
H 0.723 -3.944 4.516
H 1.005 -2.586 5.603
C -2.130 -0.419 -6.125
O -2.511 -0.777 -4.727
O -2.329 -1.436 -6.870
C -2.778 0.973 -6.336
F -2.352 1.833 -5.328
F -2.413 1.545 -7.473
F -4.115 0.950 -6.245
C -1.521 -0.653 -3.790
C -0.590 -1.853 -3.742
H -0.001 -1.930 -4.650
H -0.031 -1.947 -2.808
H -1.277 -2.706 -3.681
H -1.999 -0.503 -2.803
H -0.992 0.320 -3.883
H -1.027 -0.268 -6.103
*
```

Record 4
A molecular structure, C28H78FInNO11S10 in a non-equilibrium geometry. Source: OMol25; level of theory: ωB97M-V/def2-TZVPD.

The geometry in ORCA input format:
```
! wB97M-V def2-TZVPD RIJCOSX def2/J DEFGRID3
* xyz -1 1
C -0.798 -2.594 -1.417
C 0.854 -2.727 -1.643
O 1.630 -2.725 -0.556
N 1.314 -2.787 -3.082
C 2.749 -3.243 -3.227
C 3.078 -3.259 -4.849
C 4.398 -2.384 -5.276
C 3.989 -0.966 -6.028
In 5.209 0.819 -5.313
C 7.384 0.729 -6.080
C 8.272 0.063 -4.847
F 7.880 0.763 -3.578
H -1.120 -2.740 -0.301
H -1.140 -1.512 -1.763
H -1.302 -3.420 -2.114
H 1.208 -1.874 -3.579
H 2.809 -4.376 -2.862
H 3.528 -2.651 -2.585
H 3.200 -4.377 -5.177
H 2.104 -2.857 -5.408
H 5.184 -2.230 -4.406
H 4.975 -3.024 -6.102
H 2.826 -0.718 -5.948
H 4.230 -1.097 -7.190
H 5.294 0.990 -3.522
H 4.491 2.325 -6.049
H 7.472 0.039 -7.043
H 7.685 1.846 -6.320
H 9.429 0.082 -5.053
H 7.872 -1.053 -4.731
C -5.016 -1.549 1.018
S -3.996 -2.868 0.315
O -3.543 -2.413 -1.040
C -5.351 -4.043 0.069
H -4.377 -0.686 1.218
H -5.799 -1.263 0.311
H -5.463 -1.892 1.954
H -6.112 -3.606 -0.581
H -5.787 -4.307 1.035
H -4.947 -4.943 -0.402
C 2.942 5.513 -3.654
S 2.501 3.761 -3.564
O 3.110 3.081 -4.754
C 0.740 3.991 -3.913
H 4.019 5.607 -3.501
H 2.679 5.916 -4.635
H 2.417 6.063 -2.869
H 0.611 4.486 -4.878
H 0.285 4.589 -3.120
H 0.262 3.009 -3.944
C 7.843 4.433 -3.530
S 6.722 4.329 -2.114
O 5.396 4.877 -2.548
C 7.542 5.607 -1.129
H 7.497 3.737 -4.298
H 7.843 5.448 -3.935
H 8.853 4.154 -3.219
H 7.560 6.551 -1.680
H 8.561 5.291 -0.894
H 6.983 5.741 -0.200
C 6.377 4.022 2.654
S 7.397 2.704 1.951
O 7.851 3.158 0.596
C 6.043 1.528 1.705
H 7.017 4.885 2.854
H 5.595 4.309 1.947
H 5.931 3.680 3.591
H 5.281 1.966 1.055
H 5.607 1.265 2.671
H 6.447 0.629 1.234
C -3.039 0.844 -5.254
S -1.916 -0.284 -4.394
O -0.900 -0.755 -5.390
C -3.121 -1.617 -4.174
H -2.484 1.745 -5.526
H -3.425 0.371 -6.160
H -3.864 1.116 -4.591
H -3.502 -1.941 -5.145
H -3.943 -1.267 -3.545
H -2.622 -2.456 -3.682
C -8.171 0.754 2.054
S -8.612 -0.998 2.143
O -8.002 -1.677 0.954
C -10.373 -0.767 1.795
H -7.093 0.849 2.207
H -8.433 1.158 1.073
H -8.695 1.304 2.839
H -10.501 -0.272 0.829
H -10.827 -0.170 2.587
H -10.851 -1.750 1.764
C -4.605 -6.167 5.497
S -5.186 -5.671 3.858
O -5.941 -4.385 4.017
C -6.405 -6.998 3.680
H -3.853 -5.448 5.831
H -5.437 -6.173 6.205
H -4.153 -7.160 5.440
H -7.128 -6.953 4.497
H -5.896 -7.964 3.681
H -6.925 -6.864 2.729
C 3.893 5.228 7.468
S 4.913 3.910 6.765
O 5.367 4.365 5.410
C 3.559 2.735 6.518
H 4.533 6.092 7.668
H 3.111 5.515 6.761
H 3.447 4.886 8.404
H 2.797 3.172 5.869
H 3.123 2.471 7.485
H 3.963 1.835 6.047
C 1.010 6.364 1.208
S 0.266 5.644 -0.275
O -1.179 5.382 0.027
C 1.137 4.060 -0.174
H 0.580 7.356 1.365
H 0.798 5.736 2.077
H 2.090 6.458 1.067
H 0.917 3.572 0.779
H 2.212 4.227 -0.271
H 0.795 3.424 -0.994
C -9.523 -6.195 7.058
S -8.400 -7.323 7.918
O -7.384 -7.795 6.921
C -9.605 -8.656 8.138
H -8.967 -5.294 6.785
H -9.909 -6.668 6.152
H -10.348 -5.923 7.720
H -9.986 -8.980 7.167
H -10.427 -8.307 8.766
H -9.106 -9.495 8.629
*
```

| no. | highest occupied orbital energy (eV) | molar mass (u) |
| --- | --- | --- |
| 1 | -8.63 | 623.966 |
| 2 | -9.09 | 623.966 |
| 3 | -9.30 | 778.930 |
| 4 | -3.33 | 1059.414 |